No. 1
Below is 15 unconnected molecules or ions with the total composition C18H36Cl28FNO5S at a distorted geometry, with properties calculated with wB97M-V/def2-TZVPD.

Calculated values
**Total energy**: -395157.723 eV
**Highest occupied orbital energy**: -0.384 hartree
**Charge**: 0
**LUMO energy**: -0.2 eV
**Multiplicity**: 1
**Frontier orbital gap**: 0.37782 Eh

XYZ file:
```
90
C18H36Cl28FNO5S | the Open Molecules 2025 dataset | wB97M-V/def2-TZVPD
C -3.36 0.33 4.36
C -1.96 0.63 4.88
O -1.98 0.48 6.30
C -0.92 -0.36 4.32
N -1.11 -0.57 2.85
C 0.10 -0.76 2.21
O 0.93 -1.54 2.56
O 0.35 -0.03 0.99
S 0.31 1.55 1.10
O -0.53 2.02 0.07
O 0.06 1.99 2.43
F 1.75 1.98 0.73
H -3.42 0.60 3.30
H -3.58 -0.73 4.46
H -4.11 0.88 4.92
H -1.64 1.66 4.70
H -1.15 0.07 6.58
H -0.99 -1.32 4.83
H 0.06 0.09 4.49
H -1.58 0.24 2.46
C 1.30 4.02 -2.13
Cl 1.53 5.74 -1.84
Cl 1.79 3.55 -3.76
H 1.89 3.46 -1.42
H 0.25 3.78 -2.01
C -0.67 -1.38 -1.77
Cl -2.34 -1.95 -1.70
Cl 0.24 -2.18 -3.06
H -0.68 -0.31 -1.96
H -0.19 -1.60 -0.83
C 1.16 4.38 -7.44
Cl 0.28 5.91 -7.32
Cl 0.45 3.30 -8.64
H 2.19 4.59 -7.73
H 1.13 3.89 -6.47
C 3.12 0.78 -7.24
Cl 3.90 2.31 -7.65
Cl 2.14 0.94 -5.78
H 2.47 0.49 -8.06
H 3.88 0.02 -7.07
C 5.98 6.17 -7.75
Cl 4.39 5.40 -7.64
Cl 6.95 5.51 -9.06
H 5.83 7.23 -7.92
H 6.51 6.01 -6.81
C -1.20 3.60 8.28
Cl -2.86 3.14 7.94
Cl -0.03 2.74 7.26
H -1.09 4.66 8.10
H -0.98 3.37 9.32
C -5.85 5.83 9.11
Cl -4.15 5.65 9.56
Cl -6.61 4.26 8.81
H -6.37 6.32 9.92
H -5.90 6.42 8.20
C 3.86 -2.49 -3.78
Cl 4.60 -1.07 -3.05
Cl 4.36 -2.70 -5.47
H 4.16 -3.37 -3.22
H 2.79 -2.35 -3.76
C 2.45 -4.34 1.76
Cl 2.49 -5.41 3.17
Cl 1.58 -5.08 0.41
H 1.95 -3.43 2.04
H 3.47 -4.14 1.45
C -1.74 -0.12 -5.86
Cl -1.05 1.36 -5.19
Cl -1.30 -0.37 -7.55
H -1.38 -0.96 -5.28
H -2.82 -0.05 -5.79
C 1.58 -8.42 4.94
Cl 3.05 -7.88 5.75
Cl 1.13 -10.06 5.42
H 0.77 -7.75 5.21
H 1.74 -8.40 3.87
C 0.32 -2.95 -9.77
Cl 1.40 -1.55 -9.63
Cl 1.21 -4.47 -9.78
H -0.35 -2.94 -8.92
H -0.24 -2.87 -10.69
C -2.88 3.81 2.57
Cl -4.12 4.87 1.90
Cl -3.05 3.62 4.32
H -2.96 2.83 2.11
H -1.90 4.24 2.37
C -2.96 -10.29 5.62
Cl -2.00 -8.83 5.33
Cl -4.01 -10.12 7.03
H -3.57 -10.47 4.74
H -2.28 -11.11 5.79
```

Atomic partial charges in e from the Löwdin method, atoms 1 to 2: C -0.053; C -0.465

=====

No. 2
Below is a molecular structure, C18H36Cl2MgN5O2P, with properties calculated with wB97M-V/def2-TZVPD.

Calculated values
**Total energy**: -70578.970 eV
**Highest occupied orbital energy**: -0.285 hartree
**Energy above the lowest of the compared OMol25 structures with the same formula, charge and spin**: 4.0 kcal per mole
**Charge**: 0
**LUMO energy**: 0.3 eV
**Multiplicity**: 1
**Frontier orbital gap**: 0.29527 Eh

XYZ file:
```
65
C18H36Cl2MgN5O2P | the Open Molecules 2025 dataset | wB97M-V/def2-TZVPD
Mg 0.34 -0.43 0.03
N -1.07 -1.28 1.46
C -0.22 -1.74 2.58
C 1.28 -1.54 2.26
O 2.10 -2.25 2.80
O 1.53 -0.55 1.46
H -1.94 -0.90 1.80
H -1.29 -2.06 0.85
H -0.38 -2.79 2.83
H -0.42 -1.15 3.46
N -0.09 -1.71 -1.29
P 0.93 -1.78 -2.44
N 1.12 -0.45 -3.50
C -0.12 -0.10 -4.21
C 0.22 0.80 -5.40
C 0.95 2.05 -4.93
C 2.16 1.68 -4.07
C 1.71 0.75 -2.94
N 2.56 -1.98 -2.00
C 3.68 -1.91 -2.93
C 4.93 -1.41 -2.20
C 5.25 -2.32 -1.02
C 4.04 -2.44 -0.10
C 2.83 -2.91 -0.90
N 0.47 -2.96 -3.55
C -0.20 -4.14 -2.99
C -0.60 -5.08 -4.11
C 0.65 -5.64 -4.81
C 1.78 -4.59 -4.84
C 1.19 -3.18 -4.80
H -0.82 0.43 -3.53
H -0.61 -1.01 -4.54
H -0.69 1.06 -5.94
H 0.86 0.23 -6.08
H 0.26 2.66 -4.33
H 1.26 2.65 -5.79
H 2.63 2.57 -3.66
H 2.90 1.16 -4.68
H 0.97 1.30 -2.33
H 2.55 0.48 -2.30
H 3.42 -1.24 -3.75
H 3.90 -2.90 -3.35
H 4.74 -0.39 -1.83
H 5.76 -1.37 -2.91
H 6.11 -1.94 -0.47
H 5.52 -3.31 -1.40
H 3.80 -1.47 0.34
H 4.24 -3.13 0.72
H 1.95 -2.97 -0.27
H 3.03 -3.92 -1.29
H -1.07 -3.79 -2.42
H 0.45 -4.68 -2.28
H -1.23 -4.54 -4.82
H -1.19 -5.90 -3.71
H 0.39 -5.94 -5.83
H 1.00 -6.53 -4.29
H 2.40 -4.71 -5.73
H 2.42 -4.71 -3.97
H 0.50 -3.06 -5.65
H 1.96 -2.43 -4.90
Cl 0.49 2.15 0.18
C 0.53 2.32 1.94
Cl -1.07 2.12 2.66
H 0.88 3.32 2.18
H 1.19 1.54 2.32
```

Atomic partial charges in e from the Löwdin method, atoms 1 to 2: Mg 0.458; N -0.028

=====

No. 3
Below is a molecular structure, C18H36F9N7O13S2V at a distorted geometry, with properties calculated with wB97M-V/def2-TZVPD.

Calculated values
**Total energy**: -128114.902 eV
**Highest occupied orbital energy (spin up / spin down)**: -0.335 / -0.335 hartree
**Expectation value of S²**: 0.8294
**Charge**: 0
**LUMO energy (spin up / spin down)**: -0.6 / -0.1 eV
**Multiplicity**: 2
**Frontier orbital gap (spin up / spin down)**: 0.31320 / 0.33252 Eh

XYZ file:
```
86
C18H36F9N7O13S2V | the Open Molecules 2025 dataset | wB97M-V/def2-TZVPD
O -1.05 -0.75 0.72
V -0.57 0.24 -0.50
C 1.58 -2.13 -0.87
O 1.05 -2.33 0.48
O 1.32 -0.74 -1.12
C 2.97 -2.79 -0.97
F 3.63 -2.56 -2.14
F 3.87 -2.37 -0.11
F 2.96 -4.09 -0.93
C 0.30 -3.57 0.75
C -0.32 -3.60 2.18
H -1.09 -4.35 2.38
H 0.38 -4.04 2.89
H -0.73 -2.63 2.46
H 0.86 -4.47 0.50
H -0.61 -3.60 0.15
H 0.86 -2.48 -1.60
C -3.46 -2.69 -1.05
F -3.31 -2.95 0.21
F -2.26 -2.99 -1.67
F -4.46 -3.47 -1.52
S -3.77 -0.79 -1.37
O -4.88 -0.63 -2.33
O -4.25 -0.37 -0.01
N -2.08 -0.35 -1.87
S -2.03 -0.61 -3.45
O -0.62 -0.78 -3.83
O -2.85 -1.71 -3.95
C -2.64 1.12 -4.22
F -3.91 1.42 -4.00
F -1.92 2.05 -3.64
F -2.39 1.04 -5.56
O -0.12 2.15 -1.51
C 0.73 2.98 -1.86
N 2.00 2.71 -2.13
C 0.28 4.41 -2.08
H 2.33 1.76 -2.05
H 2.64 3.39 -2.51
H 0.83 5.17 -2.64
H -0.16 4.86 -1.20
H -0.62 4.34 -2.70
O -2.25 1.34 3.66
C -2.47 0.13 3.92
N -1.70 -0.52 4.81
C -3.58 -0.69 3.20
H -1.08 0.18 5.18
H -2.06 -1.19 5.47
H -3.60 -1.72 3.56
H -3.34 -0.72 2.14
H -4.59 -0.29 3.29
O 4.77 -0.07 3.96
C 4.37 -1.13 3.50
N 5.16 -2.14 3.21
C 2.93 -1.43 3.36
H 4.70 -3.02 3.01
H 6.14 -2.04 3.46
H 2.77 -2.33 2.78
H 2.50 -0.52 2.92
H 2.53 -1.57 4.36
O -2.17 1.54 0.37
C -2.99 2.43 0.51
N -3.64 2.66 1.62
C -3.33 3.30 -0.65
H -4.19 3.49 1.77
H -3.24 2.06 2.33
H -4.40 3.26 -0.82
H -2.75 2.91 -1.49
H -3.06 4.32 -0.39
O 0.62 1.23 1.18
C 1.19 1.77 2.12
N 0.58 2.04 3.26
C 2.56 2.20 1.88
H -0.37 1.69 3.22
H 0.84 2.88 3.76
H 3.21 1.33 1.90
H 2.78 2.97 2.62
H 2.66 2.50 0.84
O 4.49 0.30 -4.85
C 3.43 0.15 -4.27
N 3.34 0.41 -3.00
C 2.17 -0.43 -4.90
H 4.23 0.61 -2.55
H 2.60 0.07 -2.40
H 1.86 -1.33 -4.36
H 2.51 -0.77 -5.88
H 1.40 0.33 -4.96
```

Atomic partial charges in e from the Löwdin method, atoms 1 to 2: O -0.256; V 1.031

=====

No. 4
Below is a molecular structure, C18H36FHfO6 at a distorted geometry, with properties calculated with wB97M-V/def2-TZVPD.

Calculated values
**Total energy**: -35525.476 eV
**Highest occupied orbital energy**: -0.606 hartree
**Energy above the lowest of the compared OMol25 structures with the same formula, charge and spin**: 27.3 kcal per mole
**Charge**: +3
**LUMO energy**: -14.2 eV
**Multiplicity**: 1
**Frontier orbital gap**: 0.08364 Eh

XYZ file:
```
62
C18H36FHfO6 | the Open Molecules 2025 dataset | wB97M-V/def2-TZVPD
Hf -22.74 0.03 15.75
F -25.01 0.05 15.61
C -25.12 3.53 14.80
C -23.75 3.43 15.36
O -23.19 2.32 15.52
C -23.16 4.78 15.70
H -25.80 3.80 15.61
H -25.51 2.60 14.40
H -25.21 4.36 14.11
H -23.18 5.41 14.81
H -22.12 4.68 15.98
H -23.80 5.15 16.51
C -27.77 -5.38 14.83
C -27.12 -4.15 15.43
O -27.54 -3.75 16.51
C -25.99 -3.47 14.75
H -27.00 -6.07 14.49
H -28.45 -5.00 14.07
H -28.37 -5.92 15.56
H -26.09 -2.40 14.99
H -25.93 -3.44 13.67
H -25.11 -3.83 15.28
C -22.95 -3.67 18.09
C -23.96 -2.57 17.91
O -23.64 -1.51 17.35
C -25.26 -2.82 18.57
H -22.62 -3.75 19.12
H -22.12 -3.45 17.41
H -23.27 -4.63 17.69
H -25.70 -3.80 18.36
H -26.01 -2.08 18.29
H -25.11 -2.78 19.65
C -28.28 1.71 14.93
C -28.85 0.45 15.53
O -29.73 -0.11 14.91
C -28.44 0.08 16.98
H -27.81 1.56 13.96
H -27.51 2.12 15.59
H -29.05 2.47 14.78
H -28.52 0.91 17.68
H -27.39 -0.20 16.87
H -29.03 -0.80 17.24
C -25.37 1.28 19.75
C -24.10 1.62 18.98
O -23.76 1.05 17.94
C -23.16 2.58 19.70
H -25.18 0.36 20.31
H -26.32 1.16 19.23
H -25.44 2.07 20.50
H -23.75 3.12 20.43
H -22.75 3.25 18.94
H -22.33 2.02 20.13
C -28.84 -0.61 11.42
C -27.40 -0.12 11.57
O -27.03 0.82 10.90
C -26.48 -0.70 12.61
H -28.79 -1.53 10.83
H -29.46 0.14 10.96
H -29.20 -0.85 12.42
H -27.03 -1.22 13.39
H -25.85 0.07 13.06
H -25.84 -1.45 12.13
```

Atomic partial charges in e from the Löwdin method, atoms 1 to 2: Hf 2.298; F -0.425

=====

No. 5
Below is a molecular structure, C18H36FN3O15S3 at a distorted geometry, with properties calculated with wB97M-V/def2-TZVPD.

Calculated values
**Total energy**: -89626.302 eV
**Highest occupied orbital energy**: -0.327 hartree
**Energy above the lowest of the compared OMol25 structures with the same formula, charge and spin**: 378.0 kcal per mole
**Charge**: 0
**LUMO energy**: -1.5 eV
**Multiplicity**: 1
**Frontier orbital gap**: 0.27179 Eh

XYZ file:
```
76
C18H36FN3O15S3 | the Open Molecules 2025 dataset | wB97M-V/def2-TZVPD
C 1.85 -2.87 -0.35
N 2.74 -1.86 0.26
O 2.43 -1.59 1.39
O 3.41 -1.10 -0.51
H 2.14 -3.13 -1.37
H 0.91 -2.34 -0.50
H 1.79 -3.76 0.27
C -1.56 0.70 -4.34
N -0.65 1.26 -5.37
O 0.22 0.58 -5.97
O -0.75 2.46 -5.59
H -2.14 1.45 -3.81
H -0.83 0.13 -3.76
H -2.19 0.06 -4.96
C 1.43 3.19 2.93
N 1.97 1.88 3.42
O 2.69 1.93 4.43
O 1.67 0.84 2.79
H 0.72 3.43 3.72
H 0.92 2.95 2.00
H 2.22 3.92 3.11
C 1.33 -1.40 4.53
C 0.52 -1.91 3.35
C -0.21 -0.79 2.64
S -0.82 0.33 4.02
O -2.13 -0.07 4.46
O -0.52 1.74 3.69
C 0.43 -0.39 5.23
H 2.23 -0.92 4.16
H 1.75 -2.23 5.10
H -0.01 -2.83 3.59
H 1.29 -2.30 2.67
H -1.02 -1.09 1.98
H 0.42 -0.10 2.09
H -0.25 -0.80 5.98
H 0.94 0.49 5.62
C 0.37 -3.92 -4.35
C 1.42 -2.76 -3.93
C 0.76 -1.57 -3.25
S -1.07 -1.96 -2.97
O -2.04 -1.01 -3.47
O -1.30 -2.53 -1.66
C -1.04 -3.27 -4.18
H 0.37 -4.72 -3.62
H 0.61 -4.40 -5.30
H 1.99 -2.46 -4.81
H 2.13 -3.14 -3.19
H 0.86 -0.84 -4.06
H 1.19 -1.16 -2.34
H -1.21 -2.85 -5.17
H -1.98 -3.80 -4.00
C -2.76 1.46 1.08
C -2.04 1.81 -0.22
C -1.81 3.30 -0.22
S -1.77 3.80 1.57
O -2.91 4.70 1.78
O -0.39 4.21 1.94
C -2.05 2.12 2.24
H -2.72 0.37 1.13
H -3.80 1.73 0.88
H -2.64 1.61 -1.10
H -1.10 1.25 -0.29
H -2.68 3.79 -0.66
H -0.90 3.59 -0.74
H -2.54 2.16 3.21
H -1.09 1.66 2.45
C 1.13 1.53 -0.07
C 0.85 0.14 0.42
O 0.60 -0.58 -0.80
C 0.25 0.31 -1.72
O -0.31 0.06 -2.76
O 0.53 1.52 -1.34
F -0.26 0.20 1.16
H 2.19 1.79 -0.11
H 0.54 2.19 0.56
H 1.68 -0.22 1.03
```

Atomic partial charges in e from the Löwdin method, atoms 1 to 2: C 0.076; N -0.347

=====

No. 6
Below is a gas-phase ion, C18H36N (charge +1) at a distorted geometry, with properties calculated with wB97M-V/def2-TZVPD.

Calculated values
**SMILES string**: CC#CC[N+](C)(C)CCCCCCCCCCCC
**Total energy**: -20732.975 eV
**Highest occupied orbital energy**: -0.452 hartree
**Energy above the lowest of the compared OMol25 structures with the same formula, charge and spin**: 0.3 kcal per mole
**Charge**: +1
**LUMO energy**: -2.4 eV
**Multiplicity**: 1
**Frontier orbital gap**: 0.36288 Eh

XYZ file:
```
55
C18H36N | the Open Molecules 2025 dataset | wB97M-V/def2-TZVPD
C 7.54 -0.53 -0.37
C 6.37 -1.32 -0.10
C 5.40 -1.99 0.12
C 4.24 -2.80 0.42
H 3.68 -2.34 1.25
H 4.56 -3.80 0.74
N 3.33 -2.95 -0.75
C 2.15 -3.74 -0.36
H 1.45 -3.81 -1.19
H 2.46 -4.74 -0.07
H 1.64 -3.28 0.49
C 4.05 -3.66 -1.82
H 4.35 -4.65 -1.48
H 4.95 -3.11 -2.09
H 3.42 -3.78 -2.70
C 2.92 -1.61 -1.28
C 2.12 -0.72 -0.33
H 2.69 -0.51 0.57
H 1.18 -1.19 -0.06
C 1.81 0.61 -1.03
C 1.08 1.59 -0.11
C -0.30 1.13 0.38
C -1.28 0.83 -0.75
C -2.69 0.54 -0.25
C -3.42 1.77 0.28
C -4.86 1.45 0.68
C -5.59 2.68 1.21
C -7.03 2.36 1.61
C -7.76 3.59 2.14
H -7.25 3.99 3.02
H -7.79 4.37 1.38
H -8.78 3.34 2.42
H -7.57 1.97 0.74
H -7.03 1.58 2.38
H -5.06 3.07 2.08
H -5.60 3.46 0.45
H -5.40 1.06 -0.18
H -4.86 0.67 1.45
H -3.43 2.54 -0.49
H -2.90 2.18 1.15
H -3.28 0.12 -1.07
H -2.65 -0.22 0.54
H -1.32 1.69 -1.43
H -0.93 -0.03 -1.33
H -0.70 1.92 1.00
H -0.19 0.25 1.01
H 1.71 1.81 0.75
H 0.95 2.53 -0.66
H 2.75 1.07 -1.35
H 1.21 0.43 -1.92
H 3.84 -1.09 -1.57
H 2.33 -1.78 -2.19
H 8.19 -1.03 -1.09
H 8.09 -0.37 0.55
H 7.25 0.44 -0.78
```

Atomic partial charges in e from the Löwdin method, atoms 1 to 2: C -0.070; C -0.049

=====

No. 7
Below is a molecular structure, C18H36N2O4V at a distorted geometry, with properties calculated with wB97M-V/def2-TZVPD.

Calculated values
**Total energy**: -56106.714 eV
**Highest occupied orbital energy**: -0.146 hartree
**Energy above the lowest of the compared OMol25 structures with the same formula, charge and spin**: 0.0 kcal per mole
**Charge**: -1
**LUMO energy**: 3.0 eV
**Multiplicity**: 1
**Frontier orbital gap**: 0.25763 Eh

XYZ file:
```
61
C18H36N2O4V | the Open Molecules 2025 dataset | wB97M-V/def2-TZVPD
O 0.36 0.87 1.32
V 0.13 0.98 -0.23
O 1.18 1.97 -0.80
C 2.01 -3.61 0.20
C 2.42 -2.14 0.39
C 3.94 -2.07 0.65
C 4.82 -2.16 -0.59
C 4.24 -1.36 -1.75
C 2.71 -1.29 -1.99
N 2.10 -1.19 -0.66
O 0.69 -1.08 -0.77
C 2.30 -2.51 -2.82
C 2.49 0.00 -2.76
C 1.82 -1.70 1.73
H 1.99 -4.12 1.17
H 2.65 -4.21 -0.44
H 0.93 -3.65 0.02
H 4.14 -2.98 1.24
H 4.27 -1.28 1.32
H 5.06 -3.18 -0.88
H 5.76 -1.68 -0.32
H 4.63 -1.88 -2.66
H 4.83 -0.50 -2.11
H 2.56 -3.45 -2.32
H 2.76 -2.55 -3.80
H 1.21 -2.52 -2.92
H 2.91 0.02 -3.77
H 2.95 0.83 -2.22
H 1.43 0.26 -2.78
H 2.08 -0.66 1.91
H 2.14 -2.26 2.62
H 0.73 -1.76 1.69
C -3.83 3.42 -0.34
C -2.51 2.95 0.25
C -2.64 3.08 1.81
C -3.33 1.99 2.64
C -2.81 0.64 2.17
C -2.91 0.49 0.66
N -2.17 1.55 0.03
O -1.72 1.34 -1.30
C -4.41 0.34 0.32
C -2.32 -0.90 0.39
C -1.34 3.89 -0.05
H -3.78 3.19 -1.42
H -3.99 4.50 -0.29
H -4.75 2.96 0.02
H -3.12 4.03 2.10
H -1.67 3.33 2.26
H -4.42 2.07 2.53
H -3.18 2.31 3.67
H -3.46 -0.08 2.70
H -1.84 0.36 2.59
H -5.01 1.09 0.85
H -4.84 -0.61 0.63
H -4.69 0.49 -0.73
H -2.83 -1.71 0.91
H -1.35 -0.99 0.91
H -2.13 -1.21 -0.64
H -1.63 4.94 0.03
H -0.99 3.76 -1.07
H -0.57 3.65 0.68
```

Atomic partial charges in e from the Löwdin method, atoms 1 to 2: O -0.393; V 0.906

=====

Q: Which value of total energy does entry 5 give?
A: -89626.302 eV

=====

Q: Among the records above, which one has the lowest charge?
A: C18H36N2O4V

=====

Q: Among the records above, which one has the lowest total energy?
A: C18H36Cl28FNO5S

=====

Q: What is the charge in the second record?
A: 0